# 1
Below is a structure of composition C16H29IrN3O2SSi2, with properties calculated with the ωB97M-V functional and the def2-TZVPD basis.

Element x y z (Å)
1 Ir -0.45809 0.12832 -0.29576
2 N -2.55845 -3.72136 -0.46154
3 C -1.72624 -2.62540 -0.29533
4 S -2.32863 -1.09512 -0.85958
5 N -0.57730 -2.84557 0.25453
6 N 0.22680 -1.71973 0.35171
7 C 1.36284 -1.90456 0.91565
8 C 2.38233 -0.90489 1.14700
9 C 3.52991 -1.36620 1.81831
10 C 4.60470 -0.55971 2.10858
11 C 4.54816 0.78206 1.71004
12 C 3.44841 1.26982 1.05143
13 C 2.32106 0.46253 0.74310
14 O 1.34990 1.03547 0.10928
15 H -3.53923 -3.49486 -0.47778
16 H -2.31920 -4.49861 0.13450
17 H 1.58129 -2.91689 1.25256
18 H 3.55126 -2.41063 2.11324
19 H 5.46793 -0.95086 2.63055
20 H 5.37848 1.44567 1.92446
21 H 3.39402 2.30729 0.74571
22 C -1.30085 5.09003 -0.75286
23 Si -1.16630 3.42361 0.15002
24 C 0.29764 3.61937 1.30905
25 C -2.72977 3.30852 1.20452
26 C -1.17156 1.99392 -1.03175
27 Si -0.32131 2.02284 -2.67428
28 C 0.40518 0.29933 -3.01067
29 C -1.56764 2.36359 -4.05316
30 C 1.11787 3.22279 -2.87348
31 H -1.48782 5.88954 -0.02904
32 H -2.11906 5.09777 -1.47902
33 H -0.37885 5.33557 -1.28423
34 H 0.08871 4.43708 2.00696
35 H 1.21330 3.86078 0.76223
36 H 0.46842 2.70040 1.86746
37 H -2.81668 4.15901 1.88787
38 H -2.71144 2.39348 1.79687
39 H -3.62453 3.28857 0.57526
40 H -2.24328 1.88508 -1.26518
41 H -0.35571 -0.49002 -2.98378
42 H 1.20427 0.04417 -2.30356
43 H 0.85786 0.26753 -4.00638
44 H -2.36000 1.61085 -4.04096
45 H -1.09868 2.34692 -5.04170
46 H -2.03398 3.34252 -3.91520
47 H 1.82330 3.10810 -2.04650
48 H 0.78249 4.26089 -2.89682
49 H 1.65216 3.01708 -3.80589
50 C -1.86903 -0.15720 2.23294
51 O -0.85950 0.55405 1.58581
52 H -1.86684 0.16352 3.28247
53 H -1.71127 -1.24515 2.21358
54 H -2.86724 0.03668 1.81748

Cartesian forces (eV/Å) of the 3 atoms listed first:
Ir 0.078 0.018 0.337
N -0.002 0.005 -0.024
C -0.006 -0.005 0.034

Output
E_HOMO: -4.31 eV
ΔE to the lowest compared entry with this formula, charge and spin: 9.3 kcal/mol
HOMO-LUMO gap: 7.179 eV
net charge: -1
lowest unoccupied orbital energy: 0.105 Ha

---

# 2
Below is the ion C16H29N2O with charge +1, with properties calculated with the ωB97M-V functional and the def2-TZVPD basis.

Element x y z (Å)
1 C -1.00885 3.48348 0.62406
2 C -1.83970 2.95816 -0.05703
3 C -2.82215 2.21624 -0.83877
4 C -2.46465 2.14353 -2.33039
5 C -1.07921 1.57997 -2.61681
6 C -0.85240 0.08843 -2.29788
7 C -2.00192 -0.85849 -2.63557
8 C -2.60721 -1.60318 -1.43524
9 C -1.43311 -2.28477 -0.72989
10 C -0.56109 -1.23048 -0.04753
11 C -1.16601 -0.82919 1.30751
12 C -0.26312 0.03115 2.18662
13 C 1.13610 -0.57080 2.46401
14 C 2.21758 -0.09364 1.48083
15 N 3.51250 0.09733 2.16157
16 C 4.26170 -1.09139 2.24285
17 C 5.74158 -0.98035 2.02434
18 O 3.72170 -2.15786 2.45687
19 N -0.35956 0.02336 -0.86419
20 H -0.32669 4.01577 1.24786
21 H -3.81770 2.63688 -0.71232
22 H -2.86294 1.21630 -0.39541
23 H -3.27648 1.63539 -2.84444
24 H -2.46900 3.16368 -2.71508
25 H -0.83152 1.76488 -3.65933
26 H -0.35532 2.15525 -2.03399
27 H -0.01026 -0.20020 -2.92157
28 H -2.76241 -0.39396 -3.25417
29 H -1.57838 -1.65686 -3.24418
30 H -3.12891 -0.92901 -0.76218
31 H -3.26605 -2.35259 -1.86178
32 H -0.88201 -2.89015 -1.44626
33 H -1.81438 -2.93653 0.05033
34 H 0.41136 -1.65887 0.17944
35 H -2.12848 -0.34155 1.13592
36 H -1.40170 -1.76165 1.81760
37 H -0.12216 1.00723 1.70655
38 H -0.76018 0.25392 3.12693
39 H 1.45651 -0.23512 3.44426
40 H 1.04965 -1.65336 2.42276
41 H 2.35462 -0.82538 0.67497
42 H 1.92115 0.85082 1.02081
43 H 4.08142 0.75112 1.63051
44 H 5.91676 -0.86048 0.95354
45 H 6.23196 -1.88074 2.37132
46 H 6.18820 -0.11628 2.51494
47 H -0.74434 0.80776 -0.32633
48 H 0.64032 0.21759 -0.89604

Cartesian forces (eV/Å) of the 3 atoms listed first:
C 0.322 0.301 0.251
C -0.211 -0.162 -0.004
C 0.117 -0.246 -0.056

Output
structure (SMILES): C#CCCC[C@@H]1CCC[C@H](CCCCNC(C)=O)[NH2+]1
E_HOMO: -12.30 eV
ΔE to the lowest compared entry with this formula, charge and spin: 5.4 kcal/mol
HOMO-LUMO gap: 9.587 eV
net charge: +1
lowest unoccupied orbital energy: -0.100 Ha

---

# 3
Below is a cluster of 2 separate species, C16H29N4O2S in total, with properties calculated with the ωB97M-V functional and the def2-TZVPD basis.

Element x y z (Å)
1 C 5.35419 -0.43377 1.09134
2 C 4.33757 0.31689 2.15314
3 N 3.13532 -0.61062 1.99934
4 C 1.88543 -0.38242 2.82445
5 C 0.75811 0.56304 2.10354
6 C 0.69228 2.10905 2.64342
7 C -0.61712 2.96312 2.11397
8 C -1.05705 2.64023 0.56525
9 C -2.12114 1.39429 0.50358
10 C -3.18335 1.44695 -0.74474
11 S -3.81901 -0.34396 -0.94720
12 C -4.03197 -1.09106 0.77125
13 N -3.04259 -1.71531 1.72998
14 N -3.76511 -2.12906 2.87227
15 C -5.24665 -1.79148 2.71494
16 O -5.37449 -1.16164 1.38797
17 C 3.26617 -1.74397 1.00227
18 N 4.67356 -1.61848 0.42741
19 H 6.46273 -0.06222 0.90448
20 H 4.47578 1.26200 2.82899
21 H 1.37819 -1.45124 2.98722
22 H 2.19252 0.08646 3.85182
23 H -0.30442 0.07937 2.35143
24 H 0.83936 0.53982 0.91567
25 H 0.59232 2.04097 3.83099
26 H 1.68982 2.67046 2.38135
27 H -1.56488 2.83268 2.78835
28 H -0.31149 4.10565 2.16206
29 H -1.61544 3.60030 0.15373
30 H -0.10755 2.50180 -0.13970
31 H -2.60913 1.27671 1.56492
32 H -1.46654 0.40943 0.33961
33 H -2.64674 1.75963 -1.73785
34 H -4.07556 2.14601 -0.43046
35 H -6.14658 -1.98832 3.45431
36 H 2.46372 -2.56204 0.69738
37 H 5.10845 -2.24904 -0.28313
38 C 0.63949 -0.66699 -5.37726
39 C 0.79464 0.07205 -4.05763
40 O -0.36461 0.00652 -3.23055
41 C -0.78510 -1.29568 -2.82979
42 C 0.26431 -2.05114 -2.03238
43 H -0.21615 -0.27273 -5.93869
44 H 1.54270 -0.55476 -5.98588
45 H 0.46861 -1.73482 -5.22908
46 H 0.97029 1.13160 -4.26803
47 H 1.67156 -0.28198 -3.50804
48 H -1.10960 -1.87212 -3.70245
49 H -1.67309 -1.15852 -2.20300
50 H 1.17406 -2.22311 -2.61220
51 H -0.12395 -3.02522 -1.71892
52 H 0.54811 -1.48335 -1.13941

Cartesian forces (eV/Å) of the 3 atoms listed first:
C -3.202 1.010 2.091
C 1.128 -6.192 -5.357
N 2.130 -0.912 -1.916

Output
E_HOMO: -11.22 eV
ΔE to the lowest compared entry with this formula, charge and spin: 217.9 kcal/mol
HOMO-LUMO gap: 7.208 eV
net charge: +1
lowest unoccupied orbital energy: -0.147 Ha

---

# 4
Below is a cluster of 2 separate species, C16H30B2BrF4I2N2O5P in total, with properties calculated with the ωB97M-V functional and the def2-TZVPD basis.

Element x y z (Å)
1 C 3.19993 -1.13976 4.02120
2 O 3.73886 -1.48350 2.73197
3 B 3.49964 -0.66661 1.67303
4 O 4.06558 0.52769 1.47792
5 N 2.61097 -1.18043 0.47683
6 O 3.43754 -1.51657 -0.67764
7 C 4.65561 -1.83512 -0.32151
8 N 5.67868 -2.29783 -0.06968
9 C 1.99548 -2.51703 0.85080
10 C 1.00543 -2.71194 -0.28138
11 C 0.24323 -1.37652 -0.12074
12 O -0.69500 -0.95984 -1.02043
13 C -1.64918 -1.90079 -1.49918
14 C -2.98481 -1.91649 -0.74145
15 C -2.79181 -2.37213 0.71303
16 C -3.62088 -0.52697 -0.90809
17 C -5.07443 -0.31136 -0.39481
18 C -5.07548 0.74096 0.72006
19 C -5.83138 -1.56908 0.02107
20 C 1.40593 -0.32544 0.05877
21 C 1.76033 0.61316 -1.11224
22 I 1.76385 -0.37957 -3.03819
23 C 0.91362 1.93454 -1.19486
24 C 1.87695 3.09263 -1.49638
25 I -0.54727 1.89616 -2.78766
26 P 0.95827 0.54655 1.70992
27 O 1.69459 1.99915 1.59513
28 Br -1.18518 1.11440 1.57395
29 H 2.16572 -1.46785 4.11322
30 H 3.81245 -1.63982 4.76595
31 H 3.24017 -0.06466 4.21182
32 H 4.41849 0.92044 2.28740
33 H 2.72489 -3.31242 0.98696
34 H 1.47671 -2.45493 1.80606
35 H 0.31905 -3.52054 -0.01995
36 H 1.43246 -2.93606 -1.25328
37 H -0.16751 -1.50196 0.90010
38 H -1.87360 -1.58454 -2.51968
39 H -1.26492 -2.92244 -1.57666
40 H -3.60104 -2.63226 -1.29139
41 H -3.58949 -3.03722 1.04034
42 H -2.75824 -1.54659 1.42351
43 H -1.87240 -2.95711 0.80325
44 H -3.62649 -0.32359 -1.98264
45 H -2.95681 0.22456 -0.48337
46 H -5.63559 0.13064 -1.22222
47 H -6.07094 1.11580 0.95451
48 H -4.50410 1.60219 0.36070
49 H -4.55109 0.37434 1.60667
50 H -6.86741 -1.29589 0.22696
51 H -5.44588 -1.97363 0.95865
52 H -5.80104 -2.35817 -0.72917
53 H 2.79733 0.91198 -0.98318
54 H 0.31696 2.14183 -0.32278
55 H 2.85190 2.94191 -1.03361
56 H 1.99562 3.19875 -2.57172
57 H 1.47431 4.05037 -1.16920
58 H 1.13821 2.65392 2.04754
59 B 3.07816 6.36835 -2.66224
60 F 2.73668 7.41810 -3.52019
61 F 2.97201 5.13495 -3.34956
62 F 4.39362 6.52426 -2.19395
63 F 2.18517 6.33222 -1.55620

Cartesian forces (eV/Å) of the 3 atoms listed first:
C 0.344 -0.068 0.405
O -1.085 0.200 -0.537
B 1.040 0.314 1.001

Output
E_HOMO: -8.66 eV
HOMO-LUMO gap: 6.368 eV
net charge: 0
lowest unoccupied orbital energy: -0.084 Ha

---

Question: Look up the E_HOMO of the second one.
Answer: -12.30 eV